# 1
This record from the OMol25 dataset describes a molecular structure, C20H38F3MgNO13Ti in a non-equilibrium geometry. The level of theory is wB97M-V/def2-TZVPD.

Calculated values
frontier orbital gap (alpha / beta): 3.8 / 7.5 eV
HOMO level (alpha / beta): -8.680 / -12.693 eV
<S²>: 3.75
M: 629.684 g/mol
calculated total energy: -86168.838 eV

ORCA input file:
```
! wB97M-V def2-TZVPD RIJCOSX def2/J DEFGRID3
* xyz 1 4
Mg -1.4473 1.1508 2.6959
Ti 1.0516 1.6256 0.6805
C -1.4372 0.5101 -1.5938
C -1.6945 -0.0603 -0.2210
O -1.3495 0.8460 0.8140
H -2.1790 1.2967 -1.8159
H -1.6040 -0.2165 -2.3909
H -0.4955 1.0464 -1.7496
H -1.1634 -1.0118 -0.0809
H -2.7569 -0.3234 -0.1818
C 1.8202 2.4441 4.5674
C 1.6443 1.2245 3.6932
C 1.8699 -0.0567 4.4781
O 0.4319 1.2463 2.9988
H 1.1322 2.4284 5.4167
H 1.6607 3.3606 3.9902
H 2.8313 2.5513 4.9660
H 2.4965 1.2587 2.9687
H 1.6153 -0.9326 3.8806
H 1.2163 -0.0974 5.3586
H 2.8931 -0.1615 4.8334
C 1.0515 -2.3822 1.5339
C 2.5591 -2.5014 1.4134
O 2.8350 -3.8609 0.9945
C 3.9879 -4.0539 0.3852
O 4.8338 -3.2322 0.1991
C 4.1431 -5.5257 -0.0447
F 4.2873 -6.2897 1.0528
F 3.0798 -5.9627 -0.7288
F 5.2271 -5.6643 -0.8015
H 0.7095 -3.0871 2.2922
H 0.6223 -2.6965 0.5848
H 0.8102 -1.3616 1.8363
H 3.0777 -2.3830 2.3697
H 3.0160 -1.7917 0.7241
C 0.1589 3.8308 -2.8826
O 0.6246 4.8257 -1.9748
C 0.7581 4.4719 -0.7134
O 0.3424 3.4190 -0.2485
O 1.3156 5.3555 0.0572
C 2.0221 6.4772 -0.4641
H -0.0151 4.3469 -3.8276
H -0.7532 3.3408 -2.5646
H 0.9615 3.1231 -3.0963
H 2.2421 6.3894 -1.5212
H 2.9266 6.6076 0.1207
H 1.4184 7.3770 -0.3206
C -8.0507 -3.1670 -1.1688
O -7.0991 -2.7997 -0.1828
C -6.4987 -1.6305 -0.3666
O -6.5866 -0.9252 -1.3258
O -5.7211 -1.3765 0.6994
C -5.3427 -0.0120 0.8665
H -9.0376 -2.8084 -0.8849
H -8.0702 -4.2513 -1.2496
H -7.7769 -2.7834 -2.1497
H -4.6981 -0.0063 1.7400
H -6.2072 0.6405 0.9446
H -4.7528 0.2549 -0.0131
C 1.6234 -1.7305 -1.8465
O 2.4636 -2.8624 -1.8613
C 3.6927 -2.6638 -2.3822
O 4.1024 -1.6259 -2.7962
O 4.3523 -3.8096 -2.3193
C 5.7516 -3.7933 -2.6441
H 0.6006 -2.1108 -1.8091
H 1.6931 -1.0796 -2.7133
H 1.8066 -1.1564 -0.9343
H 6.2285 -4.4315 -1.9042
H 6.1517 -2.7863 -2.5967
H 5.8871 -4.2297 -3.6305
C -3.3754 4.1043 -1.1658
C -4.8085 3.8846 -1.3308
N -5.9245 3.7133 -1.4606
H -2.9563 3.2051 -0.7184
H -3.3053 4.8793 -0.3970
H -2.9202 4.4570 -2.0822
*
```

---

# 2
This record from the OMol25 dataset describes 2 unconnected molecules or ions with the total composition CH6BNO4S in a non-equilibrium geometry. The level of theory is wB97M-V/def2-TZVPD.

Calculated values
SMILES: C=[S@](N)(=O)O.O=BO
frontier orbital gap: 9.4 eV
energy above the lowest of the compared OMol25 structures with the same formula, charge and spin: 53.5 kcal per mole
HOMO level: -9.109 eV
M: 138.941 g/mol
calculated total energy: -22325.753 eV

ORCA input file:
```
! wB97M-V def2-TZVPD RIJCOSX def2/J DEFGRID3
* xyz 0 1
C -0.4994 1.6055 -0.1104
S -0.0183 0.0260 -0.0982
N 1.4734 -0.2822 -0.8503
O -0.9063 -1.0535 -0.4463
O 0.5410 -0.2517 1.4052
H -1.0923 1.6503 -1.0009
H 0.3799 2.2442 -0.0615
H 1.7000 0.5048 -1.3983
H 2.1708 -0.7171 -0.2663
H -0.2008 -0.1411 2.0159
O -1.6707 -1.0338 2.6670
B -2.3203 -1.5559 1.8019
O -2.9731 -2.0903 0.8468
H -2.8456 -1.6534 -0.0001
*
```

---

# 3
This record from the OMol25 dataset describes a molecular structure, C24H39As3F5NO9P2W. The level of theory is wB97M-V/def2-TZVPD.

Calculated values
frontier orbital gap (alpha / beta): 6.8 / 6.4 eV
energy above the lowest of the compared OMol25 structures with the same formula, charge and spin: 55.6 kcal per mole
HOMO level (alpha / beta): -9.955 / -9.599 eV
<S²>: 0.76
M: 1051.118 g/mol
calculated total energy: -261942.194 eV

ORCA input file:
```
! wB97M-V def2-TZVPD RIJCOSX def2/J DEFGRID3
* xyz 1 2
W -0.8288 0.6766 0.1830
C -4.5435 4.2268 -0.7355
C -3.5946 3.2447 -1.4098
O -3.6984 3.2701 -2.8288
P -1.8521 3.5522 -0.9196
O -1.3618 4.7410 -1.8443
O -1.8644 4.0938 0.5399
O -0.9341 2.3603 -1.1303
P -3.9408 1.5096 -0.8743
O -3.3725 0.6721 -2.1269
O -5.3419 1.2128 -0.5589
O -2.8995 1.2851 0.2282
H -4.3075 5.2554 -1.0220
H -4.4895 4.1512 0.3487
H -5.5582 3.9893 -1.0515
H -3.8002 4.1833 -3.1225
H -1.1266 5.5387 -1.3509
H -1.4089 3.4320 1.1651
H -3.8230 0.9234 -2.9461
C -1.3878 -3.1106 -0.6328
As -0.8442 -1.3978 -1.4096
C -1.7354 -1.5669 -3.1258
C 0.9857 -1.6773 -2.0582
C 2.1133 -2.2838 -1.1692
C 2.3138 -3.7418 -1.5981
C 1.7911 -2.2981 0.3346
As 1.3173 -0.6146 1.1987
C 3.0187 0.2648 1.5383
C 0.9366 -1.2586 2.9894
C 3.3783 -1.4522 -1.4533
As 5.2211 -1.7899 -0.7573
C 5.0688 -3.0227 0.7727
C 5.7817 -3.1438 -2.0625
H -0.8530 -3.9267 -1.1159
H -2.4528 -3.2520 -0.8110
H -1.2032 -3.1403 0.4402
H -1.4187 -2.4962 -3.5957
H -1.4556 -0.7231 -3.7537
H -2.8124 -1.5648 -2.9880
H 1.2661 -0.6717 -2.3817
H 0.9025 -2.2742 -2.9678
H 1.3882 -4.3116 -1.4863
H 3.0786 -4.2320 -0.9977
H 2.6183 -3.7942 -2.6452
H 2.6370 -2.7132 0.8805
H 0.9483 -2.9636 0.5300
H 3.7116 -0.4630 1.9575
H 2.8599 1.0602 2.2649
H 3.4454 0.6827 0.6313
H 1.8406 -1.6594 3.4436
H 0.1800 -2.0387 2.9389
H 0.5611 -0.4283 3.5842
H 3.1659 -0.4103 -1.2018
H 3.5456 -1.4482 -2.5357
H 4.6973 -2.5132 1.6613
H 6.0904 -3.3394 0.9858
H 4.4728 -3.9132 0.5814
H 5.7654 -2.7067 -3.0603
H 5.1552 -4.0336 -2.0460
H 6.8084 -3.4292 -1.8363
O -1.5825 -0.3739 1.7582
N -2.7804 -0.9199 1.9811
C -3.0963 -1.1094 3.2764
C -4.3224 -1.6208 3.6203
C -5.2433 -1.9256 2.6260
C -4.8920 -1.7160 1.3084
C -3.6435 -1.2122 1.0018
H -2.3259 -0.8136 3.9711
H -4.5553 -1.7622 4.6655
H -6.2221 -2.3059 2.8829
H -5.5781 -1.9042 0.4954
H -3.3058 -1.0130 0.0009
F 4.1684 5.3738 0.6221
C 3.0877 4.6296 0.8352
C 2.2296 4.9211 1.8824
F 2.4846 5.9614 2.6686
C 1.1130 4.1416 2.1100
F 0.2935 4.4563 3.1155
C 0.7951 3.0328 1.3165
O -0.3255 2.3361 1.5515
C 1.6749 2.7911 0.2613
F 1.4554 1.7302 -0.5729
C 2.8033 3.5527 0.0215
F 3.6119 3.2290 -0.9864
*
```

---

# 4
This record from the OMol25 dataset describes 2 unconnected molecules or ions with the total composition C5H13NO in a non-equilibrium geometry. The level of theory is wB97M-V/def2-TZVPD.

Calculated values
SMILES: C[C@H]1CCCN1.O
frontier orbital gap: 10.1 eV
energy above the lowest of the compared OMol25 structures with the same formula, charge and spin: 17.3 kcal per mole
HOMO level: -9.238 eV
M: 103.165 g/mol
calculated total energy: -8933.261 eV

ORCA input file:
```
! wB97M-V def2-TZVPD RIJCOSX def2/J DEFGRID3
* xyz 0 1
C 1.4811 -0.7635 0.2895
C -0.0256 -0.7785 0.6780
C -0.2667 0.3076 1.7352
C -0.2654 1.5802 0.8496
C -0.7914 1.1210 -0.5152
N -0.8470 -0.3745 -0.4442
H 2.0370 -1.3156 1.0443
H 1.6187 -1.2717 -0.6638
H 1.8500 0.2419 0.1472
H -0.1666 -1.8031 0.9940
H 0.5286 0.4042 2.4684
H -1.2562 0.2461 2.1971
H 0.7749 1.8674 0.6958
H -0.7790 2.4443 1.2529
H -1.7807 1.3591 -0.9141
H -0.1094 1.4108 -1.3194
H -1.8030 -0.6872 -0.3984
O 0.3117 -1.2424 -2.8121
H -0.1687 -1.0022 -1.9747
H -0.3424 -1.7440 -3.3100
*
```

---

# 5
This record from the OMol25 dataset describes a molecular structure, C20H24F4I2N2O13P in a non-equilibrium geometry. The level of theory is wB97M-V/def2-TZVPD.

Calculated values
frontier orbital gap: 6.9 eV
HOMO level: -10.909 eV
M: 861.187 g/mol
calculated total energy: -87079.822 eV

ORCA input file:
```
! wB97M-V def2-TZVPD RIJCOSX def2/J DEFGRID3
* xyz 1 1
C 3.6859 1.9641 1.3110
C 2.9631 0.6013 1.4825
I 2.7385 0.2386 3.5844
C 1.5938 0.7651 0.7724
I 0.2838 1.9141 2.0189
C 0.9960 -0.5433 0.3189
C 1.5472 -1.7782 0.7191
C 0.9506 -2.8922 0.1970
C -0.1294 -2.7459 -0.6673
N -0.6556 -1.6148 -1.0183
N -0.0594 -0.5297 -0.4974
P -1.0660 0.8461 -1.2115
C -2.3972 1.0016 0.0361
O -0.1873 2.2051 -1.2845
H 4.2963 1.8879 0.4063
H 4.3617 2.1677 2.1304
H 2.9918 2.7785 1.1258
H 3.6092 -0.1209 0.9932
H 1.8508 1.3191 -0.1309
H 2.3863 -1.9102 1.3801
H 1.3000 -3.8857 0.4316
H -0.5716 -3.6326 -1.1040
H -3.2940 0.5930 -0.4183
H -2.1714 0.4485 0.9445
H -2.4954 2.0514 0.2994
H -0.5739 2.8143 -1.9344
C -3.2763 6.5144 -1.7967
C -2.5851 5.2339 -1.4015
O -1.7654 4.9442 -2.5170
C -1.4494 6.1626 -3.0916
O -0.5808 6.3185 -3.8711
O -2.2731 7.1245 -2.6210
F -3.4850 4.2227 -1.2343
H -4.1741 6.3205 -2.3841
H -3.5292 7.1496 -0.9534
H -1.9603 5.3117 -0.5096
C 5.4251 1.0160 -3.8471
C 6.5760 1.3206 -2.9096
O 6.1368 0.7212 -1.6980
C 5.3178 -0.3111 -2.0283
O 4.9869 -1.1690 -1.2776
O 4.9385 -0.2275 -3.3202
F 6.7389 2.6468 -2.7171
H 4.6434 1.7730 -3.7756
H 5.7276 0.9059 -4.8838
H 7.5307 0.8815 -3.2010
C -2.1585 -2.3241 5.9396
C -1.0368 -2.4470 6.9508
O 0.1149 -2.4287 6.1150
C -0.1972 -1.7236 5.0053
O 0.6040 -1.2965 4.2319
O -1.5321 -1.5546 4.8998
F -1.0816 -3.6137 7.6232
H -2.4484 -3.2988 5.5467
H -3.0354 -1.8136 6.3255
H -0.9736 -1.6248 7.6647
C -4.6139 -4.1075 -2.5765
C -5.0981 -5.0467 -1.4917
O -4.1131 -6.0650 -1.5209
C -2.9570 -5.5038 -1.9566
O -1.8856 -5.9972 -1.8554
O -3.1910 -4.2909 -2.5197
F -6.3035 -5.5793 -1.7804
H -4.9803 -4.4083 -3.5580
H -4.8760 -3.0688 -2.3975
H -5.1339 -4.6099 -0.4920
*
```

---

# 6
This record from the OMol25 dataset describes 7 unconnected molecules or ions with the total composition C37H28NO16P in a non-equilibrium geometry. The level of theory is wB97M-V/def2-TZVPD.

Calculated values
SMILES: O=C1C=CC(=O)C=C1.O=C1C=CC(=O)C=C1.O=C1C=CC(=O)C=C1.O=C1C=CC(=O)C=C1.O=C1C=CC(=O)C=C1.O=C1C=CC(=O)C=C1.O=C(O)NP(O)O
frontier orbital gap: 7.0 eV
HOMO level: -9.020 eV
M: 773.596 g/mol
calculated total energy: -82355.235 eV

ORCA input file:
```
! wB97M-V def2-TZVPD RIJCOSX def2/J DEFGRID3
* xyz 0 1
O 5.5840 3.8969 -4.7891
C 4.4366 3.5489 -4.5897
C 4.1270 2.3572 -3.7709
C 2.8681 1.9749 -3.5546
C 1.7288 2.7272 -4.1231
O 0.5792 2.3783 -3.9230
C 2.0381 3.9178 -4.9412
C 3.2967 4.3003 -5.1575
H 4.9729 1.8186 -3.3618
H 2.6225 1.1047 -2.9582
H 1.1921 4.4565 -5.3500
H 3.5414 5.1700 -5.7532
O -0.0849 9.5521 -0.6692
C 0.7003 8.8816 -1.3148
C 1.5460 9.4881 -2.3646
C 2.4037 8.7522 -3.0719
C 2.5463 7.2995 -2.8352
O 3.3306 6.6292 -3.4798
C 1.7003 6.6932 -1.7851
C 0.8425 7.4292 -1.0778
H 1.4295 10.5529 -2.5243
H 3.0303 9.1792 -3.8449
H 1.8166 5.6283 -1.6251
H 0.2155 7.0025 -0.3043
O -3.8806 -8.6155 1.4030
C -2.7981 -8.1965 1.0366
C -1.5381 -8.7786 1.5463
C -0.3524 -8.3185 1.1468
C -0.2463 -7.2078 0.1760
O 0.8383 -6.7913 -0.1883
C -1.5075 -6.6250 -0.3342
C -2.6931 -7.0865 0.0664
H -1.6332 -9.5914 2.2557
H 0.5799 -8.7325 1.5103
H -1.4136 -5.8123 -1.0437
H -3.6260 -6.6732 -0.2964
O 1.2309 12.7350 4.3857
C 0.8290 11.6395 4.0417
C 0.7214 11.2743 2.6132
C 0.2785 10.0737 2.2370
C -0.1218 9.0568 3.2330
O -0.5236 7.9605 2.8895
C -0.0143 9.4217 4.6621
C 0.4283 10.6220 5.0376
H 1.0194 12.0304 1.8973
H 0.1922 9.7887 1.1934
H -0.3123 8.6656 5.3781
H 0.5142 10.9060 6.0789
O -7.9830 -12.5468 2.6966
C -8.1371 -11.4465 2.2011
C -7.0020 -10.5149 2.0307
C -7.1726 -9.3085 1.4895
C -8.5034 -8.8514 1.0352
O -8.6582 -7.7513 0.5396
C -9.6392 -9.7831 1.2056
C -9.4684 -10.9895 1.7468
H -6.0342 -10.8649 2.3676
H -6.3522 -8.6139 1.3581
H -10.6069 -9.4327 0.8685
H -10.2881 -11.6847 1.8786
O 7.2324 -0.8847 1.6045
C 6.0931 -1.2512 1.8175
C 5.8127 -2.4525 2.6331
C 4.5629 -2.8550 2.8644
C 3.4048 -2.1167 2.3170
O 2.2631 -2.4835 2.5301
C 3.6846 -0.9157 1.5015
C 4.9344 -0.5132 1.2702
H 6.6721 -2.9808 3.0268
H 4.3391 -3.7322 3.4584
H 2.8248 -0.3874 1.1077
H 5.1580 0.3641 0.6762
O -1.0901 -0.3645 -0.4797
C -0.5148 -0.7412 -1.5067
O 0.3607 0.1944 -2.1554
N -0.6749 -2.0411 -2.1646
P -0.1046 -3.3886 -1.1702
O 0.0137 -4.7803 -2.1949
O 1.5433 -3.0738 -0.7483
H -0.0043 0.2201 -3.0751
H -1.6197 -2.1880 -2.5374
H 0.9418 -5.1026 -2.1776
H 1.5772 -3.2216 0.2279
*
```

---

> What is the calculated total energy in the fourth record?

-8933.261 eV

---

> Number 3 is which compound?

C24H39As3F5NO9P2W

---

> What is the calculated total energy in the fifth record?

-87079.822 eV

---

> Among the records above, which one has the lowest M?

C5H13NO